This record from the OMol25 dataset describes a structure of composition C27H38BrF18O16PS2 in a non-equilibrium geometry. The level of theory is ωB97M-V with the def2-TZVPD basis set.

## Properties
Calculated total energy in eV: -211289.563
M in g/mol: 1135.56
Frontier orbital gap in eV: 7.0
HOMO in eV: -8.86

Each line ends with the Mulliken charge.
CARTESIAN COORDINATES (ANGSTROEM)
C: 0.2576 -0.6651 -2.6099  -0.722
C: -0.1705 0.8826 -2.9398  0.148
S: -1.9918 1.2709 -2.5875  -0.040
C: -2.9633 0.7553 -4.1486  -0.356
O: -4.2799 0.1780 -3.8348  -0.282
P: -4.1771 -1.4889 -3.3426  1.034
O: -2.7579 -1.9507 -2.8229  -0.528
O: -5.3895 -1.6889 -2.0596  -0.253
S: -4.8784 -0.5521 -0.8598  -0.095
O: -4.6519 -2.5397 -4.6820  -0.405
Br: -3.1166 -3.0181 -5.6309  0.096
H: 1.3964 -0.7312 -2.2619  0.238
H: 0.1016 -1.3014 -3.5937  0.228
H: -0.4003 -1.1643 -1.7764  0.204
H: -0.0020 1.1605 -4.0840  0.343
H: 0.4458 1.6055 -2.2305  -0.298
H: -3.1809 1.7849 -4.7115  0.308
H: -2.3134 0.1219 -4.8950  0.243
H: -6.0241 0.1943 -0.4445  0.167
C: 2.9656 2.5839 3.4979  -1.017
C: 1.7838 3.4150 3.0327  -0.271
O: 2.0231 3.9376 1.7175  -0.297
C: 1.7561 3.0905 0.6717  0.371
O: 1.3430 1.9432 0.8115  -0.541
C: 2.0058 3.7875 -0.6633  0.865
F: 3.1688 4.5013 -0.6788  -0.261
F: 1.0143 4.6723 -0.9715  -0.247
F: 2.0815 2.9210 -1.7126  -0.260
H: 3.8913 3.1641 3.4380  0.317
H: 2.8218 2.2510 4.5297  0.381
H: 3.1008 1.7019 2.8645  0.279
H: 1.6570 4.2757 3.6984  0.323
H: 0.8491 2.8432 3.0646  0.319
C: 5.4162 -1.4694 0.9866  -1.057
C: 4.8800 -2.4727 1.9916  -0.188
O: 5.8343 -2.6923 3.0410  -0.310
C: 5.8374 -1.7721 4.0587  0.335
O: 5.0891 -0.8001 4.1019  -0.526
C: 6.8607 -2.1525 5.1257  0.947
F: 8.0548 -2.5488 4.5971  -0.251
F: 6.4286 -3.1870 5.9029  -0.269
F: 7.1476 -1.1298 5.9797  -0.249
H: 6.3919 -1.7884 0.6078  0.321
H: 4.7272 -1.3600 0.1443  0.340
H: 5.5590 -0.4875 1.4478  0.281
H: 4.7233 -3.4376 1.4974  0.316
H: 3.9121 -2.1591 2.3995  0.302
C: 0.0330 7.3279 -2.4503  -0.996
C: 1.2586 7.1933 -3.3357  -0.117
O: 1.1325 8.0250 -4.4988  -0.324
C: 1.4728 9.3445 -4.3391  0.376
O: 1.8592 9.8259 -3.2782  -0.508
C: 1.3401 10.0986 -5.6598  0.822
F: 0.1909 9.7947 -6.3301  -0.237
F: 2.3640 9.8151 -6.5155  -0.243
F: 1.3388 11.4526 -5.5042  -0.237
H: -0.8777 7.1193 -3.0197  0.294
H: 0.0890 6.6363 -1.6050  0.267
H: -0.0613 8.3458 -2.0601  0.334
H: 1.3417 6.1605 -3.6910  0.268
H: 2.1806 7.4203 -2.7880  0.322
C: -8.8931 -3.3051 -4.8457  -1.208
C: -7.8967 -3.8957 -3.8647  -0.061
O: -8.4837 -4.9950 -3.1523  -0.280
C: -8.4722 -6.2075 -3.7942  0.416
O: -8.0039 -6.3816 -4.9154  -0.529
C: -9.0793 -7.2920 -2.9078  0.800
F: -10.2269 -6.8892 -2.2887  -0.250
F: -8.2276 -7.6762 -1.9138  -0.221
F: -9.3990 -8.4257 -3.5934  -0.253
H: -9.8192 -3.0276 -4.3333  0.328
H: -8.4774 -2.4181 -5.3320  0.364
H: -9.1621 -4.0308 -5.6192  0.325
H: -7.6269 -3.1410 -3.1182  0.262
H: -6.9696 -4.2007 -4.3637  0.327
C: 9.6152 0.2819 5.4946  -0.974
C: 9.6340 1.6398 6.1726  -0.281
O: 10.4277 2.5677 5.4180  -0.296
C: 9.8031 3.1771 4.3592  0.383
O: 8.6378 2.9626 4.0390  -0.518
C: 10.7420 4.1703 3.6791  0.833
F: 11.9999 3.6724 3.4996  -0.237
F: 10.8881 5.3157 4.4055  -0.246
F: 10.3096 4.5555 2.4453  -0.236
H: 10.6346 -0.0775 5.3249  0.329
H: 9.0789 -0.4485 6.1071  0.330
H: 9.1296 0.3370 4.5156  0.279
H: 10.1021 1.5500 7.1589  0.330
H: 8.6209 2.0272 6.3314  0.305
C: -7.4865 -5.8574 0.4594  -0.844
C: -8.0228 -6.8606 1.4644  -0.304
O: -7.0684 -7.0803 2.5138  -0.323
C: -7.0654 -6.1601 3.5315  0.381
O: -7.8137 -5.1881 3.5747  -0.515
C: -6.0420 -6.5404 4.5985  0.842
F: -4.8479 -6.9368 4.0699  -0.238
F: -6.4742 -7.5750 5.3757  -0.243
F: -5.7552 -5.5177 5.4525  -0.239
H: -6.5109 -6.1764 0.0806  0.328
H: -8.1755 -5.7480 -0.3829  0.075
H: -7.3437 -4.8755 0.9206  0.410
H: -8.1794 -7.8256 0.9702  0.322
H: -8.9907 -6.5471 1.8723  0.323



This record from the OMol25 dataset describes a structure of composition C27H38ClGeN4RuS. The level of theory is ωB97M-V with the def2-TZVPD basis set.

## Properties
Calculated total energy in eV: -117032.657
M in g/mol: 659.83
Frontier orbital gap (spin up / spin down) in eV: 6.5 / 7.8
Spin multiplicity: 2
ΔE to the lowest compared entry with this formula, charge and spin in kcal/mol: 0.00
HOMO (spin up / spin down) in eV: -5.91 / -7.14

Each line ends with the Löwdin spin population.
CARTESIAN COORDINATES (ANGSTROEM)
Ru: 0.0675 -0.3961 -0.0103  0.211
N: 0.2689 -1.6683 -1.7602  0.008
C: 0.8182 -1.0018 -2.9529  0.007
C: 2.2146 -0.4490 -2.7056  0.001
C: 2.2659 0.7757 -1.8043  0.000
N: 1.9196 0.4347 -0.4168  0.000
H: 0.8160 -2.4937 -1.5234  0.000
H: -0.6763 -1.9750 -1.9696  0.005
H: 0.1333 -0.1899 -3.2019  0.006
H: 0.8473 -1.6931 -3.8009  0.000
H: 2.6492 -0.1803 -3.6706  0.000
H: 2.8552 -1.2339 -2.2867  0.000
H: 1.5562 1.5293 -2.1482  0.000
H: 3.2695 1.2098 -1.8411  0.000
H: 2.0138 1.2483 0.1873  0.000
H: 2.5568 -0.2761 -0.0515  0.000
C: -1.2200 0.7274 -1.0071  0.558
Ge: -3.0072 0.7956 -0.2963  0.088
C: -3.3190 -0.8757 0.6965  0.002
C: -4.5047 -1.1351 1.3857  0.000
C: -4.6692 -2.3025 2.1186  0.000
C: -3.6414 -3.2353 2.1917  0.000
C: -2.4520 -3.0009 1.5183  0.000
C: -2.3143 -1.8362 0.7751  0.004
C: -3.3467 2.2525 0.9890  0.023
C: -3.3497 3.5705 0.5327  0.005
C: -3.5019 4.6353 1.4098  0.000
C: -3.6653 4.3975 2.7686  0.002
C: -3.6783 3.0913 3.2382  0.001
C: -3.5169 2.0312 2.3535  0.004
C: -4.3827 1.0026 -1.6818  0.003
C: -5.6224 1.5720 -1.3914  0.000
C: -6.6043 1.6852 -2.3668  0.000
C: -6.3572 1.2333 -3.6556  0.000
C: -5.1265 0.6710 -3.9639  0.001
C: -4.1509 0.5578 -2.9823  0.007
H: -1.0520 1.4304 -1.8312  0.044
H: -5.3157 -0.4147 1.3524  0.000
H: -5.6016 -2.4858 2.6384  0.000
H: -3.7712 -4.1430 2.7677  0.000
H: -1.6345 -3.7103 1.5585  0.000
H: -1.4094 -1.7651 0.1577  0.002
H: -3.2234 3.7730 -0.5262  0.000
H: -3.4954 5.6513 1.0346  0.000
H: -3.7922 5.2260 3.4546  0.000
H: -3.8181 2.8954 4.2957  0.000
H: -3.5091 1.0175 2.7403  0.000
H: -5.8219 1.9456 -0.3923  0.000
H: -7.5614 2.1296 -2.1227  0.000
H: -7.1204 1.3228 -4.4185  0.000
H: -4.9272 0.3218 -4.9697  0.000
H: -3.1890 0.1203 -3.2305  0.007
C: 1.4276 1.4348 5.8662  0.000
C: -0.0813 1.3977 5.6739  0.000
N: -0.4748 1.4216 4.2708  -0.001
C: -0.1241 0.5591 3.2939  -0.003
S: -0.1122 1.1998 1.7038  0.009
N: 0.1446 -0.7192 3.5115  0.000
C: -0.1211 -1.5176 4.7002  0.000
C: -1.5949 -1.5260 5.0769  0.000
H: 1.6763 1.4633 6.9277  0.000
H: 1.8542 2.3163 5.3870  0.000
H: 1.8988 0.5533 5.4274  0.000
H: -0.5475 2.2714 6.1293  0.000
H: -0.5118 0.5312 6.1744  0.000
H: -0.7161 2.3284 3.8952  0.000
H: 0.3860 -1.2400 2.6647  0.000
H: 0.4967 -1.1846 5.5356  0.000
H: 0.2150 -2.5237 4.4521  0.000
H: -1.9616 -0.5138 5.2589  0.000
H: -1.7526 -2.1159 5.9807  0.000
H: -2.1897 -1.9529 4.2701  0.000
Cl: 1.4908 -2.2430 1.0834  0.004



Question: Which value of M does entry 2 give?
Answer: 659.83 g/mol



Question: The lowest M belongs to which entry?
Answer: C27H38ClGeN4RuS



Question: Which of these has the highest calculated total energy?
Answer: C27H38ClGeN4RuS